DFT (wB97M-V/def2-TZVPD) results for an isolated molecule of C11H19NOS.

Largest force on an atom in Eh/bohr: 0.035
HOMO-LUMO gap in Ha: 0.35270
LUMO level in eV: 0.81
SMILES string: CCCCCCCCOc1nccs1

The geometry in XYZ format:
```
33
Properties=species:S:1:pos:R:3:lowdin_charge:R:1
N 3.37253 1.43096 2.03990 0.066
O 1.03990 1.62308 2.44928 -0.085
S 2.64033 0.88095 4.47634 1.030
C 2.34127 1.36582 2.82773 -0.657
C 4.50945 1.07000 2.78385 -0.243
C 4.34904 0.79490 4.11529 -0.402
C -2.87461 -1.59227 -4.01432 -0.114
C 0.77756 1.78482 1.02266 -0.175
C -1.56879 -1.45024 -3.21303 -0.296
C -0.71546 1.66359 0.67313 -0.163
C -1.87776 -1.26272 -1.75588 -0.234
C -1.30983 0.28515 1.02148 -0.207
C -0.50252 -0.99913 -1.08545 -0.215
C -0.55629 -0.90068 0.43525 -0.228
H 5.48643 1.06878 2.32190 0.097
H 5.14910 0.63523 4.83768 0.066
H -3.50939 -2.37902 -3.57217 0.072
H -3.39635 -0.63018 -3.97174 0.069
H -2.69204 -1.84264 -5.08468 0.074
H 1.09290 2.74816 0.73108 0.104
H 1.33242 1.07259 0.37825 0.121
H -1.03514 -0.58947 -3.59647 0.104
H -0.90642 -2.29622 -3.30641 0.103
H -0.83714 1.88247 -0.40120 0.117
H -1.31149 2.37922 1.22885 0.108
H -2.36427 -2.16193 -1.33948 0.125
H -2.50893 -0.40445 -1.56139 0.105
H -1.32503 0.16704 2.08103 0.094
H -2.39631 0.22501 0.71757 0.123
H -0.11172 -0.06673 -1.55426 0.113
H 0.21674 -1.82738 -1.31681 0.124
H 0.46686 -0.86993 0.77268 0.093
H -0.97504 -1.80480 0.85934 0.110
```



DFT (wB97M-V/def2-TZVPD) results for a structure of composition C21H24IN5S4Sr.

Largest force on an atom in Eh/bohr: 0.107
HOMO-LUMO gap in Ha: 0.16712
Charge: -2
LUMO level in eV: 3.64

The geometry in XYZ format:
```
56
Properties=species:S:1:pos:R:3:lowdin_charge:R:1
Sr 0.67370 -0.81119 -0.42227 1.104
C 3.41295 -0.15772 -1.89390 -0.216
C 4.03022 0.11747 -0.52175 -0.208
N 3.02962 0.39619 0.50442 -0.152
C 2.66087 1.79257 0.73614 -0.182
C 1.77409 2.29743 -0.38468 -0.250
C 2.14120 3.26981 -1.30741 -0.027
C 1.41936 3.38312 -2.48747 -0.059
C 0.39569 2.48864 -2.75263 -0.040
C 0.03713 1.59193 -1.74542 -0.310
C -1.15216 0.60766 -2.07853 -0.150
N -1.03897 -0.88850 -2.02207 -0.215
C -0.04633 -1.55283 -2.94073 -0.231
C 1.38804 -0.92191 -2.84984 -0.336
N 2.51125 -1.31964 -1.95500 -0.159
N 0.61963 1.62764 -0.54433 0.040
H 2.79992 0.72881 -2.09101 0.084
H 4.14948 -0.10695 -2.70890 0.122
H 4.60397 -0.74712 -0.17682 0.119
H 4.73936 0.95558 -0.64025 0.110
H 3.33674 -0.08141 1.41528 -0.025
H 2.08822 1.80009 1.66685 0.069
H 3.52841 2.46229 0.85009 0.115
H 3.02287 3.87330 -1.13422 0.109
H 1.71026 4.11508 -3.23163 0.103
H -0.05586 2.42992 -3.73322 0.109
H -1.92999 0.90523 -1.37188 0.112
H -1.44404 0.91706 -3.08981 0.108
H -1.96538 -1.24538 -2.19989 0.122
H -0.04241 -2.63019 -2.75843 0.007
H -0.32446 -1.37825 -3.98520 0.113
H 1.73863 -0.74937 -3.86843 0.121
H 1.12355 0.05473 -2.46173 0.017
H 2.89466 -2.18516 -2.36486 0.020
S 0.57252 -3.47750 0.68671 -0.258
S 1.51064 -4.90758 -0.50843 -0.251
S 0.82674 -4.97574 -2.45830 -0.268
S 2.08166 -3.99041 -3.80260 -0.236
I 1.42997 -0.55876 3.48727 0.451
C 3.45154 -1.24578 2.81770 -0.611
H 3.86495 -1.61956 3.76362 -0.132
H 3.11639 -2.14806 2.28439 -0.124
N -8.15186 0.78776 5.67634 0.108
C -7.21112 0.59499 5.03844 -0.221
C -6.04696 0.35653 4.24037 -0.270
C -4.80747 0.88394 4.61706 -0.050
C -3.69133 0.66149 3.84083 -0.030
C -3.76100 -0.09269 2.65132 -0.270
C -5.01652 -0.62835 2.29969 -0.039
C -6.13535 -0.40827 3.07338 -0.055
C -2.61671 -0.29423 1.84613 -0.224
C -1.61108 -0.44924 1.14914 -0.104
H -4.73243 1.46751 5.52618 0.108
H -2.72961 1.06019 4.13447 0.114
H -5.08231 -1.22685 1.40108 0.110
H -7.09093 -0.82832 2.78475 0.107
```



DFT (wB97M-V/def2-TZVPD) results for an isolated molecule of C4H5FO3.

Largest force on an atom in Eh/bohr: 0.147
HOMO-LUMO gap in Ha: 0.29047
LUMO level in eV: -2.01
SMILES string: O=CC(=O)[C@H](F)CO

The geometry in XYZ format:
```
13
Properties=species:S:1:pos:R:3:lowdin_charge:R:1
C -1.67391 0.62381 0.42450 -0.156
C -0.32804 -0.17937 0.30464 -0.143
C 0.91189 0.62406 0.02480 -0.227
C 2.17163 -0.04253 -0.10187 -0.172
H -2.10342 -1.08751 -0.29515 0.044
H -1.93844 1.27647 -0.59099 0.179
H -1.80031 1.18093 1.40150 0.137
H -0.13250 -0.72804 1.13635 0.119
H 3.00429 0.31707 -0.64114 0.126
O -2.66056 -0.39683 0.15493 -0.122
O 0.64700 1.81374 -0.33730 0.119
O 2.42618 -1.07962 0.44389 0.130
F -0.75778 -1.09034 -0.77947 -0.034
```



DFT (wB97M-V/def2-TZVPD) results for a structure of composition C22H24AuN5SSi.

Largest force on an atom in Eh/bohr: 0.006
HOMO-LUMO gap (spin up / spin down) in Ha: 0.31120 / 0.22217
2S+1: 3
⟨S²⟩: 2.0123
LUMO level (spin up / spin down) in eV: 0.22 / -2.65

The geometry in XYZ format:
```
54
Properties=species:S:1:pos:R:3:lowdin_charge:R:1
Au -0.52847 1.68353 -2.70261 0.728
C 1.07470 0.40415 -2.46424 -0.430
Si 1.30496 -0.26959 -0.75360 0.642
C 0.16725 0.54788 0.64060 -0.156
N -1.22473 0.47651 0.44053 -0.074
C -2.06372 1.65396 0.46134 -0.155
C -2.69529 1.76006 1.87111 -0.136
C -3.04482 0.37185 2.42605 -0.174
C -3.24210 -0.62654 1.28966 -0.160
C -1.92128 -0.79705 0.53615 -0.132
C 2.99547 0.15697 -0.06647 -0.254
C 3.34053 1.48760 0.19001 -0.100
C 4.60427 1.82685 0.64745 -0.080
C 5.55447 0.83571 0.85202 -0.082
C 5.23719 -0.48873 0.59209 -0.079
C 3.96879 -0.82341 0.13753 -0.090
C 0.95940 -2.09955 -0.58175 -0.269
C 1.19703 -2.74154 0.63953 -0.126
C 0.94068 -4.09305 0.80300 -0.078
C 0.43742 -4.83361 -0.25990 -0.078
C 0.19475 -4.21761 -1.47719 -0.071
C 0.45550 -2.86203 -1.63525 -0.093
H 0.99992 -0.41515 -3.18130 -0.029
H 1.96772 0.98357 -2.72016 -0.002
H 0.47712 1.58535 0.76052 0.096
H 0.44778 -0.03732 1.52516 0.112
H -2.84246 1.52544 -0.29182 0.095
H -1.46697 2.52965 0.22156 0.100
H -3.58032 2.38350 1.76338 0.109
H -2.01295 2.29098 2.53358 0.113
H -3.94036 0.42973 3.04329 0.115
H -2.23939 0.01480 3.07624 0.112
H -4.01927 -0.28529 0.60430 0.085
H -3.54580 -1.60522 1.66112 0.122
H -2.09450 -1.15576 -0.48618 0.109
H -1.25237 -1.50521 1.02481 0.123
H 2.62203 2.28369 0.01764 0.101
H 4.84905 2.86338 0.84037 0.106
H 6.54220 1.09762 1.20890 0.105
H 5.97805 -1.26359 0.74252 0.105
H 3.73693 -1.86326 -0.06170 0.097
H 1.60013 -2.18041 1.47790 0.105
H 1.13468 -4.57086 1.75489 0.105
H 0.23653 -5.89009 -0.13660 0.105
H -0.20180 -4.78995 -2.30586 0.107
H 0.24049 -2.39435 -2.58796 0.068
N -1.83438 3.29148 -2.63346 -0.034
C -2.14790 4.16695 -1.91726 -0.382
N -2.50528 5.18419 -1.24883 0.076
C -2.75527 5.12785 0.04325 -0.401
N -2.96332 5.13020 1.18298 0.099
S -1.86131 -0.32759 -3.39096 0.587
C -3.18679 -0.04974 -2.40636 -0.845
N -4.09421 0.09302 -1.70003 0.081
```



DFT (wB97M-V/def2-TZVPD) results for a cluster of 15 separate species, C5H43N2O14 in total.

Largest force on an atom in Eh/bohr: 0.198
HOMO-LUMO gap in Ha: 0.31319
Charge: +1
LUMO level in eV: -2.70

The geometry in XYZ format:
```
64
Properties=species:S:1:pos:R:3:lowdin_charge:R:1
C -0.89292 -2.16329 4.78770 -0.163
C -1.63229 -2.29266 3.23759 -0.172
C -2.53037 -1.13588 2.85800 -0.218
C -3.18516 -1.42461 1.36840 -0.153
C -3.11624 -0.22366 0.47357 -0.174
N -1.84898 0.01559 -0.29948 0.163
N -0.17887 -0.80502 4.83652 -0.017
H -1.67051 -2.13719 5.55282 0.082
H -0.27858 -3.10729 4.95871 0.105
H -0.96477 -2.27841 2.42959 0.063
H -2.48280 -3.07723 3.47228 0.149
H -2.04706 -0.06471 2.88726 0.119
H -3.22971 -1.03678 3.63169 0.080
H -2.73371 -2.33400 0.94590 0.105
H -4.11063 -1.81286 1.49391 0.074
H -3.96964 -0.32238 -0.31374 0.167
H -3.26252 0.66755 1.17305 0.140
H -1.61903 -0.73691 -0.83714 0.029
H -2.04389 0.79356 -1.05931 0.179
H -0.97590 0.44056 0.29590 0.217
H -0.31392 -0.20326 4.00472 0.040
H -0.52066 -0.19745 5.50408 0.014
H -1.59968 3.13584 1.56983 0.095
H -0.04868 2.77633 0.85155 0.061
O -1.03870 2.83193 0.76131 -0.128
H -0.25014 -1.32771 -2.87582 0.048
H 1.11273 -1.02147 -2.45056 0.032
O 0.22578 -0.69675 -2.28120 -0.060
H 2.44646 0.30528 1.59339 0.007
H 2.13618 0.22982 3.09510 0.031
O 1.92867 0.77228 2.31756 -0.108
H 4.50388 -0.36809 1.08481 0.048
H 4.34100 -0.10833 -0.34907 -0.014
O 4.00685 0.17633 0.49869 -0.042
H -1.98374 3.65947 -2.14899 -0.063
H -2.29748 3.44921 -0.71445 0.078
O -2.55555 3.17245 -1.68116 -0.053
H 2.84083 -1.23213 -4.31971 0.088
H 1.95239 -1.50521 -5.61311 0.087
O 2.52279 -1.97483 -4.95861 -0.072
H -0.40908 4.99537 2.86835 0.026
H -0.62010 4.26202 4.07604 -0.008
O -0.81760 4.24865 3.20997 0.036
H 3.87257 2.56291 -1.80898 0.078
H 2.33902 2.20076 -1.97770 0.014
O 3.17963 1.89725 -1.59434 -0.060
H 4.21073 -1.25376 -2.81291 -0.024
H 5.19433 -0.42376 -2.07581 0.057
O 4.29491 -0.67332 -2.14648 0.024
H -0.44780 -2.69779 -2.04455 0.012
H -0.99327 -3.38429 -0.65233 0.006
O -1.17347 -2.86443 -1.37920 -0.050
H 0.66084 -1.72723 -0.15626 -0.075
H 2.02710 -1.79986 -0.25078 0.097
O 1.27947 -2.10400 0.40707 -0.053
H -0.10394 -3.82859 -4.05067 0.043
H 1.10560 -2.83736 -4.11847 0.000
O 0.38665 -3.19384 -3.61120 -0.005
H 1.02021 3.08184 -0.79274 0.068
H 0.93908 3.99489 -2.12403 0.045
O 0.60098 3.92422 -1.21347 -0.086
H -0.61492 1.80907 -3.93207 0.052
H -0.45445 2.86024 -4.88229 -0.090
O -0.11194 2.11292 -4.71873 0.031
```



DFT (wB97M-V/def2-TZVPD) results for an isolated molecule of C5H6O2.

Largest force on an atom in Eh/bohr: 0.017
HOMO-LUMO gap in Ha: 0.38723
LUMO level in eV: 0.91
SMILES string: O=C1CO[C@H]2C[C@@H]12

The geometry in XYZ format:
```
13
Properties=species:S:1:pos:R:3:lowdin_charge:R:1
O 0.43896 -0.96345 2.16068 0.105
C 0.09425 -0.69412 1.03599 -0.353
C -1.34305 -0.58551 0.51613 -0.093
O -1.27632 -0.08200 -0.81021 -0.069
C 0.06491 0.18316 -1.15309 -0.283
C 0.80242 1.21444 -0.36639 -0.004
C 0.97780 -0.28734 -0.09189 -0.126
H -1.88813 0.09658 1.17734 0.136
H -1.84100 -1.56588 0.53676 0.140
H 0.31329 0.02309 -2.19238 0.152
H 0.19212 1.86383 0.28056 0.131
H 1.64212 1.74619 -0.80032 0.106
H 1.82261 -0.94898 -0.29320 0.158
```



DFT (wB97M-V/def2-TZVPD) results for an isolated molecule of C5H9N.

Largest force on an atom in Eh/bohr: 0.019
HOMO-LUMO gap in Ha: 0.45356
LUMO level in eV: 0.90
SMILES string: CC(C)CC#N

The geometry in XYZ format:
```
15
Properties=species:S:1:pos:R:3:lowdin_charge:R:1
C 0.45992 -1.29821 0.86677 -0.083
C 0.57725 -0.00040 0.06583 -0.425
C 0.01239 -0.15572 -1.35203 -0.081
C -0.09588 1.17345 0.82927 -0.153
C -1.52790 1.20512 0.52272 -0.241
N -2.61383 1.14391 0.13143 0.150
H 0.91927 -1.19256 1.85631 0.077
H 0.97305 -2.11410 0.34630 0.078
H -0.58698 -1.59382 1.00795 0.088
H 1.64030 0.26047 -0.00698 0.130
H 0.31076 -1.11172 -1.78942 0.078
H 0.34953 0.64616 -2.01705 0.083
H -1.08113 -0.13489 -1.34339 0.060
H 0.33736 2.13598 0.53829 0.121
H 0.05000 1.06547 1.90999 0.117
```



DFT (wB97M-V/def2-TZVPD) results for a cluster of 2 separate species, C5H7FO in total.

Largest force on an atom in Eh/bohr: 0.086
HOMO-LUMO gap (spin up / spin down) in Ha: 0.30887 / 0.30768
LUMO level (spin up / spin down) in eV: 0.43 / 0.49

The geometry in XYZ format:
```
14
Properties=species:S:1:pos:R:3:lowdin_charge:R:1
C -0.80033 0.29248 1.26629 -0.007
C -1.36504 -1.04405 -1.50335 -0.007
C 0.05882 1.09369 0.71196 -0.169
C -0.38546 -1.97558 -1.42358 -0.217
C 2.14371 2.04106 0.85047 -0.022
O 1.23522 1.30457 0.28605 -0.027
F -0.68360 -3.27758 -1.12683 -0.046
H -0.59659 -0.54908 1.80853 0.032
H -1.80868 0.64859 1.41918 0.062
H -2.43571 -1.30081 -1.25890 0.080
H -1.13106 0.08710 -1.60119 0.082
H 3.04756 2.21605 0.43999 0.021
H 2.04300 2.47456 1.88791 0.101
H 0.67816 -2.01100 -1.75654 0.118
```